[1]
110
Properties=species:S:1:pos:R:3:lowdin_charge:R:1 method="wB97M-V/def2-TZVPD" homo_lumo_gap_ev=8.5 homo_ev=-8.76
C -1.04 -5.64 3.03 -0.0734
C -1.65 -5.15 1.56 -0.2289
O -2.61 -4.07 1.86 -0.2411
C -2.41 -2.92 0.95 -0.1656
B -1.20 -1.90 1.45 -0.0592
C -0.32 -0.91 0.47 -0.1262
C -0.75 -0.92 -1.11 -0.0816
C -1.54 0.52 -1.40 -0.2223
O -0.88 1.47 -2.08 -0.0470
O -2.93 0.63 -0.89 -0.0255
H -0.05 -5.03 3.20 0.0760
H -0.89 -6.80 2.96 0.0361
H -1.88 -5.35 3.82 0.0887
H -0.72 -4.82 0.93 0.0947
H -2.14 -6.06 0.96 0.1331
H -3.39 -2.24 0.85 0.1324
H -2.14 -3.39 -0.11 0.1237
H -0.94 -1.92 2.60 0.0501
H 0.83 -1.21 0.55 0.1414
H -0.43 0.19 0.86 0.1135
H 0.23 -1.04 -1.74 0.1035
H -1.50 -1.76 -1.42 0.1174
H -2.81 0.76 0.12 0.1314
O -0.55 -3.69 5.04 -0.0797
H -1.47 -3.62 4.74 0.0306
H -0.57 -3.37 5.95 0.0462
O 0.76 3.07 -0.19 -0.0644
H 1.62 3.15 -0.64 0.0114
H 0.19 2.66 -0.85 -0.0046
O 1.10 6.34 -1.07 -0.0546
H 1.15 5.46 -0.68 0.0209
H 0.19 6.61 -0.93 0.0302
O 1.74 5.52 -3.97 -0.0508
H 0.82 5.59 -4.26 0.0254
H 1.72 5.85 -3.06 0.0119
O -4.48 -1.81 -2.04 -0.0627
H -4.36 -1.16 -1.33 0.0058
H -4.67 -1.27 -2.82 0.0340
O -1.48 6.85 -2.37 -0.0654
H -0.92 6.64 -3.13 0.0249
H -2.32 6.40 -2.56 0.0361
O 1.52 -4.76 1.01 -0.0614
H 1.80 -5.62 1.36 0.0330
H 2.35 -4.32 0.76 0.0474
O 1.65 0.02 -3.02 -0.0714
H 0.82 0.52 -2.90 0.0036
H 1.78 0.01 -3.98 0.0345
O -1.74 -8.96 2.73 -0.0835
H -0.93 -9.45 2.55 0.0079
H -2.41 -9.64 2.87 0.0329
O -1.87 4.75 -4.23 -0.0446
H -1.82 3.86 -3.84 0.0371
H -2.78 5.02 -4.09 0.0512
O -3.88 2.45 -4.07 -0.0513
H -4.09 1.58 -4.44 0.0492
H -3.03 2.33 -3.63 0.0048
O 3.53 3.83 -0.38 -0.0466
H 3.59 4.77 -0.14 0.0244
H 3.81 3.36 0.42 0.0535
O -4.76 1.97 1.15 -0.0551
H -4.98 2.01 0.20 0.0457
H -5.25 2.72 1.53 0.0583
O 0.82 -0.78 3.33 -0.0995
H 0.88 0.16 3.57 0.0221
H 1.10 -1.24 4.13 0.0234
O -1.43 -11.54 2.64 -0.0536
H -0.62 -12.04 2.46 0.0615
H -2.10 -12.23 2.78 0.0598
O 2.60 -0.27 5.23 -0.0882
H 2.88 -1.13 5.57 0.0276
H 3.43 0.16 4.97 0.0308
O 1.34 3.66 -6.15 -0.0658
H 1.46 4.30 -5.44 -0.0205
H 1.15 4.20 -6.93 0.0386
O 0.59 9.10 -2.61 -0.0594
H 1.40 8.61 -2.79 0.0292
H -0.08 8.41 -2.46 -0.0128
O 2.53 1.89 3.18 -0.0497
H 2.31 1.92 2.24 0.0334
H 2.04 2.63 3.56 0.0554
O 0.81 -1.48 -5.47 -0.0547
H 1.62 -1.98 -5.66 0.0460
H 0.14 -2.17 -5.33 0.0465
O 2.35 -3.18 -2.37 -0.0562
H 2.17 -2.26 -2.61 0.0210
H 2.52 -3.62 -3.21 0.0476
O -3.50 5.51 -6.59 -0.0670
H -3.70 4.63 -6.96 0.0417
H -2.65 5.38 -6.15 0.0043
O -2.36 3.78 2.33 -0.0574
H -1.80 3.56 1.57 0.0061
H -3.20 3.33 2.14 0.0031
O 4.86 -1.36 5.86 -0.0600
H 5.14 -2.22 6.20 0.0611
H 5.69 -0.93 5.60 0.0442
O -2.32 4.63 -0.69 -0.0411
H -2.53 3.76 -1.06 0.0274
H -1.47 4.50 -0.26 0.0200
O 4.60 6.95 0.18 -0.0564
H 4.72 7.59 0.89 0.0465
H 4.41 7.49 -0.60 0.0465
O 0.14 -4.63 -3.24 -0.0785
H 0.91 -4.42 -2.68 -0.0135
H -0.25 -5.41 -2.81 0.0411
O 1.26 -8.16 2.46 -0.0621
H 0.34 -8.09 2.17 -0.0025
H 1.24 -7.84 3.38 0.0514
O 6.74 0.58 7.32 -0.0631
H 6.82 0.76 8.27 0.0451
H 6.38 1.40 6.95 0.0445

[2]
115
Properties=species:S:1:pos:R:3:lowdin_charge:R:1 method="wB97M-V/def2-TZVPD" homo_lumo_gap_ev=10.6 homo_ev=-10.98
C -0.13 -0.59 2.54 -0.0149
C 0.06 0.43 1.40 -0.3273
O -0.08 -0.27 0.11 -0.0734
C 1.44 1.11 1.42 0.0141
B 1.35 2.66 1.54 -0.5205
O 2.27 3.55 1.01 0.2870
B 1.82 4.83 1.26 -0.3187
O 0.56 5.14 0.77 0.2626
B -0.32 4.17 1.22 -0.5293
C -1.78 4.01 0.69 0.0160
C -2.88 4.12 1.75 -0.3248
C -4.04 3.17 1.52 -0.0183
F -2.34 3.90 3.04 -0.0488
O 0.22 3.25 2.12 0.2788
H 0.77 -0.61 3.13 0.0614
H -0.40 -1.56 2.15 0.0410
H -0.95 -0.27 3.18 0.0851
H -0.75 1.14 1.45 0.1346
H -0.73 0.23 -0.40 0.0748
H 2.07 0.75 2.24 0.1232
H 1.97 0.83 0.52 0.1049
H 2.45 5.61 1.89 0.1325
H -1.85 3.07 0.15 0.1065
H -1.96 4.81 -0.03 0.1251
H -3.23 5.15 1.76 0.1412
H -4.09 2.47 2.35 0.0761
H -4.97 3.72 1.49 0.0791
H -3.88 2.58 0.62 0.0453
O -1.05 -2.91 0.07 -0.0707
H -0.44 -3.45 -0.44 0.0484
H -0.61 -2.04 0.11 0.0144
O -3.43 -4.28 0.62 -0.0594
H -2.67 -3.72 0.42 -0.0050
H -3.99 -4.20 -0.17 0.0506
O 1.75 -2.85 -0.45 -0.0347
H 2.35 -3.40 -0.97 0.0414
H 2.15 -1.98 -0.43 0.0611
O 1.80 1.18 -1.99 -0.0394
H 1.78 2.11 -2.21 0.0446
H 1.15 1.08 -1.28 -0.0089
O -2.25 4.39 5.88 -0.0583
H -2.22 4.33 4.91 -0.0014
H -3.13 4.09 6.12 0.0211
O -3.85 0.62 -0.58 -0.0670
H -4.65 0.77 -1.10 0.0206
H -3.84 -0.32 -0.43 0.0297
O -4.50 2.36 -2.59 -0.0413
H -3.94 1.82 -3.16 0.0327
H -4.04 3.21 -2.53 0.0464
O 3.81 -4.64 0.45 -0.0501
H 3.95 -5.38 1.04 0.0553
H 3.05 -4.17 0.83 0.0206
O 5.61 -4.79 -2.26 -0.0589
H 5.57 -3.87 -2.56 0.0332
H 5.00 -4.83 -1.51 0.0093
O 1.58 7.44 -1.32 -0.0406
H 1.55 6.74 -0.66 0.0242
H 2.34 7.23 -1.87 0.0581
O -4.95 -1.22 -2.39 -0.0400
H -4.09 -1.60 -2.61 0.0449
H -5.55 -1.98 -2.44 0.0503
O -3.03 -1.86 2.62 -0.0453
H -3.10 -2.55 3.29 0.0473
H -3.54 -2.20 1.88 0.0149
O -4.80 -6.84 0.67 -0.0661
H -4.23 -7.45 0.18 0.0304
H -4.30 -6.01 0.71 -0.0210
O 3.81 -5.61 -4.52 -0.0537
H 3.99 -5.52 -3.57 0.0306
H 4.58 -6.10 -4.85 0.0507
O -1.42 1.66 -2.18 -0.0674
H -1.27 1.64 -3.14 0.0147
H -2.33 1.34 -2.07 0.0039
O -1.47 4.05 -3.76 -0.0621
H -1.47 5.00 -3.58 -0.0123
H -1.08 3.64 -2.97 -0.0005
O 5.58 -3.12 -4.71 -0.0605
H 6.45 -3.48 -4.92 0.0202
H 5.03 -3.90 -4.65 -0.0129
O 1.12 -2.24 5.07 -0.0491
H 1.20 -3.06 5.57 0.0423
H 0.37 -1.80 5.48 0.0582
O 7.56 -5.46 -5.59 -0.0436
H 7.39 -6.20 -4.99 0.0407
H 8.39 -5.70 -6.02 0.0449
O -0.79 6.69 -3.17 -0.0447
H -0.93 7.64 -3.14 0.0563
H -0.18 6.52 -2.43 0.0286
O -0.02 0.78 -4.42 -0.0453
H 0.93 0.64 -4.56 0.0497
H -0.42 -0.04 -4.71 0.0510
O 2.98 -5.71 -7.37 -0.0580
H 3.19 -5.64 -6.43 -0.0131
H 3.73 -6.17 -7.77 0.0290
O -6.03 2.85 3.92 -0.0520
H -6.04 3.79 4.10 0.0391
H -5.61 2.46 4.69 0.0381
O -0.96 8.85 -0.68 -0.0581
H -0.79 9.00 0.25 0.0379
H -0.18 8.39 -1.01 -0.0214
O 1.86 8.18 -4.13 -0.0524
H 1.25 7.43 -4.22 0.0207
H 1.28 8.94 -4.23 0.0424
O -0.31 -4.09 2.81 -0.0511
H 0.43 -3.48 2.71 0.0289
H -0.85 -3.93 2.03 0.0184
O -1.53 -5.11 5.18 -0.0793
H -2.17 -5.81 5.01 0.0288
H -1.07 -4.97 4.34 -0.0168
O 3.91 -3.36 5.59 -0.0516
H 3.28 -3.97 5.19 0.0217
H 3.45 -2.52 5.57 0.0295
O 4.32 -6.41 5.52 -0.0559
H 4.30 -5.48 5.79 -0.0066
H 4.70 -6.87 6.26 0.0373

[3]
109
Properties=species:S:1:pos:R:3:lowdin_charge:R:1 method="wB97M-V/def2-TZVPD" homo_lumo_gap_ev=9.4 homo_ev=-12.12 total_charge=+1
C 30.14 31.16 46.69 -0.0269
O 28.71 31.24 46.31 -0.2604
C 28.12 30.08 45.77 -0.2151
C 26.67 30.06 45.57 -0.1118
N 26.18 29.02 44.61 -0.0089
H 26.30 29.27 43.56 0.1516
H 26.64 28.06 44.79 0.1092
C 24.77 28.60 44.77 -0.0788
C 24.49 27.38 43.79 -0.1126
O 23.17 26.91 44.17 -0.2394
C 22.76 25.90 43.41 -0.1708
H 30.57 30.58 45.67 0.1465
H 30.34 30.67 47.71 0.0925
H 30.55 32.13 46.71 0.0651
H 28.39 29.25 46.53 0.1472
H 28.74 29.83 44.88 0.1294
H 26.14 30.98 45.06 0.1539
H 26.15 30.14 46.59 0.1375
H 24.10 29.46 44.39 0.1182
H 24.70 28.40 45.95 0.1771
H 25.12 26.50 43.87 0.1125
H 24.47 27.54 42.77 0.0844
H 22.98 26.09 42.23 0.1416
H 21.62 25.89 43.55 0.1155
H 23.20 24.99 43.83 0.0638
O 24.36 23.02 45.40 -0.1272
H 25.03 23.08 46.25 0.1434
H 24.74 23.28 44.56 -0.0037
O 25.22 27.76 48.54 -0.0297
H 25.78 28.28 49.20 0.0931
H 24.41 27.67 48.87 -0.0430
O 27.46 25.37 42.73 0.0062
H 28.48 25.15 42.81 0.1382
H 27.45 25.66 43.51 -0.1802
O 24.96 25.60 40.12 -0.1566
H 25.25 24.78 40.70 0.1044
H 25.28 25.12 39.22 0.1389
O 29.87 27.02 47.47 -0.1339
H 30.47 27.29 46.73 -0.0163
H 29.92 27.67 48.31 0.0636
O 22.61 22.97 41.64 0.0165
H 23.42 23.18 41.98 -0.0333
H 22.35 22.29 42.21 0.0186
O 22.35 30.89 45.58 -0.0645
H 22.03 31.20 44.72 -0.0108
H 22.01 29.99 45.66 -0.0017
O 19.09 27.94 44.18 -0.0502
H 19.69 27.55 44.80 0.0035
H 19.54 28.57 43.57 0.0530
O 26.86 27.68 40.04 -0.1489
H 26.40 28.59 39.64 0.1535
H 26.12 27.05 40.32 0.0124
O 24.64 30.64 42.34 -0.0297
H 25.33 30.74 41.67 0.0346
H 23.86 30.36 41.85 0.0436
O 32.21 29.11 47.49 -0.0290
H 31.69 29.06 48.33 0.0166
H 32.53 29.91 47.68 -0.0192
O 21.32 29.06 43.15 -0.0341
H 21.67 28.49 43.81 0.0054
H 21.61 28.71 42.30 0.0241
O 31.40 27.61 45.19 -0.0173
H 31.90 28.22 45.71 0.0038
H 31.89 27.03 44.67 0.0268
O 25.40 33.36 45.66 0.0132
H 24.73 33.85 45.32 0.0190
H 25.85 34.02 46.18 0.0610
O 25.19 31.70 48.04 0.0026
H 24.64 32.29 47.62 -0.0158
H 25.90 32.21 48.31 -0.0331
O 22.10 28.27 40.54 -0.0089
H 22.59 29.06 40.16 0.0968
H 21.69 27.96 39.80 0.0077
O 27.91 28.57 42.32 -0.0903
H 27.64 27.96 41.61 -0.0084
H 27.72 29.49 42.13 -0.0468
O 27.86 33.13 48.19 -0.1502
H 28.39 33.97 48.16 0.0562
H 28.13 32.46 47.38 0.0867
O 21.18 28.19 46.29 0.0369
H 21.35 27.30 46.22 -0.0586
H 21.34 28.52 47.09 -0.0036
O 27.31 33.52 43.45 -0.0634
H 27.23 34.45 43.08 0.1115
H 26.68 33.58 44.17 -0.0031
O 21.59 25.63 46.63 -0.1072
H 22.24 25.28 45.96 0.0436
H 20.76 24.94 46.55 0.1702
O 30.71 28.84 49.76 -0.0186
H 30.34 28.26 50.36 0.0306
H 30.91 29.68 50.21 0.1033
O 30.32 32.77 43.34 -0.0812
H 29.29 32.77 43.58 0.0695
H 30.68 31.96 43.49 -0.1095
O 27.50 31.07 41.70 -0.0773
H 27.26 32.02 42.13 0.1170
H 27.28 31.14 40.79 0.0440
O 18.89 25.67 42.81 -0.0557
H 19.05 26.36 43.47 -0.0342
H 18.55 26.05 42.04 -0.0006
O 31.30 30.34 42.95 -0.0606
H 32.24 30.34 43.04 0.0364
H 30.98 29.85 42.13 0.1072
O 22.24 31.72 42.91 -0.0509
H 23.16 31.40 43.03 0.0118
H 21.72 30.97 42.74 -0.0172
O 27.61 26.78 45.21 -0.1254
H 28.54 26.60 44.70 0.1517
H 27.40 26.03 45.90 0.1515

[4]
14
Properties=species:S:1:pos:R:3:nbo_charge:R:1 method="wB97M-V/def2-TZVPD" homo_lumo_gap_ev="7.8 / 6.8" homo_ev="-7.68 / -6.84"
B 1.99 -0.61 -0.14 0.6857
C 1.87 0.80 -0.06 -0.5295
C 0.93 1.61 -0.04 0.1855
C 0.79 -1.72 -0.09 -0.8324
C -0.48 1.70 0.08 -0.5212
C -1.03 0.17 -0.34 -0.4466
C -0.53 -1.04 0.29 -0.1738
H 0.66 -2.34 -1.04 0.2545
H 1.07 -2.45 0.75 0.2580
H -0.56 2.13 1.14 0.2597
H -1.10 2.36 -0.68 0.2556
H -2.07 0.03 0.08 0.2468
H -1.02 0.20 -1.38 0.2015
H -0.53 -0.83 1.41 0.1561

[5]
17
Properties=species:S:1:pos:R:3:nbo_charge:R:1 method="wB97M-V/def2-TZVPD" smiles="C=C(B(O)O)c1cccs1" homo_lumo_gap_ev=8.8 homo_ev=-8.57
C 1.25 1.24 1.22 -0.3657
C 1.06 0.31 0.29 -0.2967
B 2.14 -0.62 -0.34 1.0718
O 2.97 -1.08 0.64 -0.8722
O 2.18 -0.74 -1.70 -0.8722
C -0.75 -0.03 -0.06 -0.1714
C -1.57 0.99 -0.47 -0.3048
C -2.90 0.47 -0.40 -0.2541
C -2.96 -0.80 0.05 -0.4201
S -1.47 -1.51 0.51 0.4258
H 0.45 1.77 1.85 0.2019
H 2.18 1.57 1.58 0.1965
H 3.54 -1.81 0.39 0.4862
H 2.84 -1.18 -2.16 0.4927
H -1.22 1.91 -0.76 0.2314
H -3.79 0.87 -0.75 0.2180
H -3.94 -1.35 0.12 0.2331

[6]
17
Properties=species:S:1:pos:R:3:nbo_charge:R:1 method="wB97M-V/def2-TZVPD" smiles=OB(O)Oc1ccccc1 homo_lumo_gap_ev=9.4 homo_ev=-8.90
O 2.60 2.35 1.39 -0.9025
B 1.48 1.58 1.22 1.2702
O 0.52 1.63 2.24 -0.9136
O 1.34 0.82 0.07 -0.7202
C 0.29 -0.04 -0.32 0.3091
C 0.28 -0.59 -1.60 -0.2605
C -0.77 -1.40 -2.00 -0.1992
C -1.75 -1.72 -1.08 -0.2314
C -1.76 -1.16 0.17 -0.1954
C -0.77 -0.29 0.56 -0.2715
H 3.14 2.34 0.60 0.4991
H 0.79 2.27 2.89 0.4988
H 1.18 -0.39 -2.21 0.2235
H -0.72 -1.89 -2.99 0.2200
H -2.55 -2.38 -1.33 0.2110
H -2.57 -1.30 0.85 0.2124
H -0.74 0.16 1.54 0.2501

[7]
14
Properties=species:S:1:pos:R:3:nbo_charge:R:1 method="wB97M-V/def2-TZVPD" smiles="C=C=CBr.C#CC" homo_lumo_gap_ev=9.9 homo_ev=-9.11
C -1.15 2.63 0.89 -0.4645
C -1.13 1.60 0.10 0.0738
C -1.14 0.60 -0.82 -0.3921
Br -2.50 -0.72 -0.66 0.0818
H -1.67 3.50 0.82 0.2216
H -0.45 2.67 1.75 0.2178
H -0.32 0.68 -1.55 0.2590
C 0.85 -1.77 -1.71 -0.2733
C 1.16 -1.73 -0.56 0.0179
C 1.34 -1.47 0.83 -0.6918
H 0.90 -1.71 -2.78 0.2371
H 2.24 -0.90 0.94 0.2400
H 1.25 -2.46 1.46 0.2351
H 0.63 -0.92 1.29 0.2377

[8]
14
Properties=species:S:1:pos:R:3:nbo_charge:R:1 method="wB97M-V/def2-TZVPD" smiles="C=C=CC/C=C/Br" homo_lumo_gap_ev=10.0 homo_ev=-9.13
C 1.25 -2.25 -0.13 -0.4903
C 1.30 -0.99 -0.12 0.0991
C 1.43 0.28 0.13 -0.3005
C 0.34 1.36 -0.07 -0.4424
C -0.98 0.82 0.52 -0.1823
C -2.07 0.61 -0.22 -0.2970
Br -3.64 -0.28 0.10 0.0779
H 0.86 -2.60 0.81 0.2246
H 1.19 -2.99 -0.97 0.2334
H 2.45 0.60 0.45 0.2314
H 0.22 1.44 -1.23 0.2190
H 0.62 2.34 0.40 0.2294
H -0.96 0.92 1.57 0.2061
H -2.00 0.74 -1.23 0.1917